The following is a DFT calculation (ωB97M-V/def2-TZVPD) of C25H35AsF6N6O6STa as an isolated structure in a non-equilibrium geometry.

Structure (ORCA input):
```
! RIJCOSX wB97M-V def2-TZVPD def2/J DEFGRID3
* xyz 2 2
Ta 0.00032 0.84144 0.55118
C -0.71881 2.50902 -2.53289
C 0.69197 1.97459 -2.62094
N 1.34636 1.81222 -1.30355
C 2.19025 2.94992 -0.91469
C 2.78662 2.59976 0.41743
N 1.74375 2.30985 1.42725
C 1.33769 3.51218 2.21768
C 0.24290 4.35630 1.59207
C -1.17069 3.88387 1.85204
N -1.36595 2.41159 1.69830
C -2.76945 2.07433 1.35057
C -2.94285 2.08237 -0.14159
N -1.93891 1.17146 -0.76603
C -1.76474 1.44383 -2.22230
H -0.98860 2.96598 -3.48507
H -0.27088 4.31670 -1.85145
H 1.28443 2.65663 -3.23622
H 0.67878 1.00542 -3.11868
H 2.02111 1.03454 -1.43142
H 1.62003 3.87191 -0.87140
H 3.00192 3.09137 -1.63237
H 3.43573 3.40662 0.75937
H 3.39449 1.70086 0.29656
H 2.18751 1.69684 2.10985
H 2.22080 4.13689 2.35770
H 1.02648 3.18065 3.20761
H 0.41069 4.46902 0.52191
H 0.31795 5.35903 2.01479
H -1.82491 4.40651 1.15910
H -1.46536 4.16406 2.86473
H -1.22852 2.03496 2.63716
H -3.46291 2.78642 1.80109
H -2.99895 1.08899 1.75106
H -2.81650 3.08173 -0.52576
H -3.95447 1.75890 -0.38714
H -2.32171 0.22837 -0.68182
H -2.70980 1.77380 -2.64785
H -1.46871 0.51759 -2.71210
O 2.87582 -0.42094 -1.72693
C 1.99455 -1.16987 -1.33421
N 1.88679 -2.50275 -1.42626
C 0.70925 -3.04898 -0.72890
C 0.03024 -1.73505 -0.38108
O -1.04226 -1.44245 0.17520
N 0.81747 -0.69567 -0.69337
C -0.08470 -4.02264 -1.58630
C 0.49306 -5.25140 -1.89145
C -0.22084 -6.19367 -2.61214
C -1.51987 -5.91870 -3.02484
C -2.09381 -4.69271 -2.73207
C -1.37472 -3.74034 -2.01836
C 1.09353 -3.72757 0.60672
C 0.13686 -4.50161 1.25722
C 0.46196 -5.15468 2.43476
C 1.73668 -5.03342 2.97252
C 2.67836 -4.23515 2.34047
C 2.35957 -3.57679 1.15887
H 2.58029 -3.09669 -1.85400
H 1.49206 -5.49071 -1.53946
H 0.22721 -7.15331 -2.83464
H -2.09087 -6.66983 -3.55534
H -3.10630 -4.47515 -3.04632
H -1.83845 -2.79257 -1.77293
H -0.86446 -4.58116 0.85067
H -0.29154 -5.74109 2.94578
H 1.99587 -5.55908 3.88223
H 3.66718 -4.12083 2.76708
H 3.10912 -2.95909 0.68005
F 1.15930 -0.74402 1.90316
As 0.07267 -0.83465 3.42511
F -1.24164 -0.15671 2.30964
F -0.51253 -2.35556 3.07509
F -0.92230 -0.50709 4.73809
F 1.43913 -1.24390 4.29891
F 0.51836 0.90547 3.34252
O -2.59149 5.43908 -0.74785
S -2.29057 5.05385 -2.08182
O -1.25981 5.74189 -2.79383
O -0.76781 3.54867 -1.50952
O -3.17842 4.19028 -2.77663
*
```

E ... -137239.975 eV
Orbital gap (spin up / spin down) ... 5.951 / 6.346 eV
Expectation value of S² ... 0.75
Strongest force on any atom ... 1.433 eV Å⁻¹



The following is a DFT calculation (ωB97M-V/def2-TZVPD) of C46H63CaN2O6P3Si as an isolated structure in a non-equilibrium geometry.

Structure (ORCA input):
```
! RIJCOSX wB97M-V def2-TZVPD def2/J DEFGRID3
* xyz -2 1
Ca -0.58425 0.83064 0.24524
C -3.41056 1.16208 -4.62624
C -1.96437 1.00386 -4.15451
C -1.49190 2.33426 -3.53999
P -1.62964 -0.41495 -2.93686
C -2.88577 -1.71224 -3.46001
C -2.37332 -3.11693 -3.12955
C -4.20750 -1.46090 -2.72134
C -0.14263 -1.10045 -3.80702
C -0.19752 -1.34194 -5.18916
C 0.91388 -1.75752 -5.89686
C 2.11703 -1.92811 -5.21806
C 2.16747 -1.73391 -3.84889
C 1.04687 -1.34097 -3.08935
Si 1.09613 -1.17474 -1.11381
C 3.03626 -0.88097 -1.02395
C 3.94886 -1.95182 -1.06383
C 5.32044 -1.76640 -1.12110
C 5.83847 -0.47732 -1.15421
C 4.97103 0.60011 -1.08439
C 3.58160 0.42432 -0.99971
P 2.48486 1.88332 -0.68039
C 3.49230 2.74446 0.66785
C 4.57051 3.78026 0.34488
C 2.49962 3.37194 1.65428
C 2.57536 2.84608 -2.29601
C 3.83188 3.61170 -2.70623
C 2.21170 1.85725 -3.40652
C 1.07779 -3.12722 -0.74189
C 1.07812 -4.05270 -1.80264
C 1.09312 -5.42973 -1.61736
C 1.13428 -5.94711 -0.33513
C 1.10239 -5.07594 0.74211
C 1.03944 -3.68702 0.57174
P 0.66122 -2.57123 1.97748
C 0.17358 -3.75150 3.35781
C -0.81070 -2.98077 4.25982
C 1.24395 -4.42090 4.22313
C 2.33020 -1.84710 2.43302
C 3.54866 -2.77315 2.43886
C 2.26779 -0.98657 3.70016
H -3.44954 1.93209 -5.40472
H -4.04207 1.48529 -3.79640
H -3.82421 0.24245 -5.05015
H -1.33528 0.80048 -5.01692
H -2.23352 2.69658 -2.83024
H -1.35201 3.08429 -4.32704
H -0.54812 2.22534 -2.99767
H -3.05807 -1.64901 -4.53828
H -2.15569 -3.20749 -2.05926
H -1.45835 -3.35974 -3.66899
H -3.13007 -3.86475 -3.38755
H -4.09713 -1.74907 -1.66916
H -5.01557 -2.06374 -3.14953
H -4.50813 -0.41107 -2.73357
H -1.13216 -1.19688 -5.72517
H 0.84769 -1.94118 -6.96406
H 3.01055 -2.22311 -5.75856
H 3.11289 -1.90216 -3.34945
H 3.55990 -2.96618 -1.05212
H 5.98610 -2.62344 -1.14927
H 6.90826 -0.31165 -1.21940
H 5.38799 1.59923 -1.08628
H 3.96398 1.89529 1.16666
H 4.11353 4.72076 0.02852
H 5.27880 3.46645 -0.41987
H 5.13822 3.98538 1.25761
H 1.91294 4.16088 1.17295
H 3.02305 3.81229 2.50919
H 1.80997 2.62425 2.03135
H 1.75411 3.56228 -2.19994
H 4.70425 2.95288 -2.74162
H 4.04695 4.45105 -2.05033
H 3.68192 4.01075 -3.71552
H 3.05592 1.19621 -3.61818
H 1.95100 2.39182 -4.32554
H 1.37026 1.22344 -3.13454
H 1.08144 -3.68288 -2.81835
H 1.08419 -6.09472 -2.47492
H 1.17570 -7.01853 -0.16918
H 1.11444 -5.49545 1.74019
H -0.38895 -4.53096 2.84015
H -0.39524 -2.02205 4.58202
H -1.05614 -3.56736 5.15315
H -1.74361 -2.76510 3.73432
H 1.73928 -3.68641 4.86018
H 2.00697 -4.93602 3.63916
H 0.76919 -5.15832 4.88111
H 2.45692 -1.15390 1.59905
H 3.63237 -3.31562 3.38294
H 4.45679 -2.17194 2.31785
H 3.52307 -3.49687 1.62256
H 2.30013 -1.59571 4.60698
H 1.35865 -0.37918 3.73292
H 3.12903 -0.31072 3.72841
N -2.24833 -0.80266 0.94898
C -3.21873 0.07842 1.62678
C -4.20669 0.66692 0.62243
C -3.59489 1.39001 -0.59169
O -4.39267 1.78491 -1.45573
O -2.32954 1.51267 -0.62398
H -2.71307 -1.53173 0.42628
H -1.61280 -1.23950 1.61889
H -2.66098 0.88554 2.11054
H -3.77778 -0.44252 2.40559
H -4.86371 1.38242 1.11807
H -4.84989 -0.12192 0.21920
O -2.40705 7.14854 3.60860
C -2.20633 6.03391 4.14322
O -2.33666 5.66890 5.33018
C -1.71499 4.93482 3.17148
C -1.87557 5.09187 1.79860
C -1.44417 4.09652 0.93973
N -0.84608 2.97754 1.36567
C -0.68635 2.82763 2.69012
C -1.11397 3.76478 3.61853
C -0.00661 1.53566 3.13659
O 0.36302 1.42928 4.30501
O 0.13499 0.65229 2.21269
H -2.34011 5.99871 1.43475
H -1.58750 4.17534 -0.13369
H -0.97946 3.57905 4.67345
*
```

E ... -118180.316 eV
Orbital gap ... 6.305 eV
Strongest force on any atom ... 2.284 eV Å⁻¹



The following is a DFT calculation (ωB97M-V/def2-TZVPD) of C24H23F10HfN4S4 as an isolated structure.

Structure (ORCA input):
```
! RIJCOSX wB97M-V def2-TZVPD def2/J DEFGRID3
* xyz 1 1
Hf 0.34447 0.40641 -0.48545
C -3.30919 2.84931 0.84417
C -3.32341 2.04773 -0.45985
S -2.56010 0.40176 -0.46750
C -3.32837 -0.36190 0.99516
C -2.39311 -1.06178 1.98663
S -0.76683 -0.33446 2.27279
C -1.09909 0.89044 3.56358
C -2.15741 1.93995 3.26005
S -1.75250 2.89079 1.77102
H -4.08505 2.50597 1.52653
H -3.56600 3.87729 0.58976
H -2.81006 2.57586 -1.25861
H -4.35454 1.90629 -0.78613
H -4.04863 -1.09103 0.62452
H -3.89245 0.42642 1.48343
H -2.18893 -2.07946 1.66466
H -2.88678 -1.13606 2.95686
H -0.13435 1.36295 3.75428
H -1.36638 0.32891 4.46016
H -2.21953 2.62111 4.10884
H -3.13713 1.47986 3.14446
C 3.21612 1.68041 -1.41003
N 2.31545 0.56807 -1.78944
C 1.85512 0.74222 -3.18267
C 0.78264 -0.28620 -3.50369
N 0.04480 -0.64039 -2.27820
C -0.81773 -1.72462 -2.39667
C -1.40272 -2.25832 -3.54692
F -1.20834 -1.70833 -4.74663
C -2.23489 -3.36900 -3.48998
F -2.76697 -3.83408 -4.61000
C -2.53777 -3.98733 -2.28781
F -3.34640 -5.03645 -2.24947
C -1.98593 -3.47846 -1.12476
F -2.24679 -4.02306 0.06260
C -1.15628 -2.38909 -1.22772
F -0.58216 -1.87334 -0.08731
C 3.06459 -0.72196 -1.63201
C 2.55217 -1.53554 -0.43310
N 1.87467 -0.63212 0.49818
C 2.45457 -0.28136 1.70444
C 2.17375 0.98658 2.19059
F 1.37240 1.76676 1.38834
C 2.63242 1.50790 3.37926
F 2.28587 2.73481 3.75652
C 3.44994 0.71779 4.16779
F 3.91278 1.16970 5.32515
C 3.76174 -0.56186 3.73271
F 4.52619 -1.33734 4.48788
C 3.26750 -1.05424 2.53509
F 3.57099 -2.31519 2.20789
H 4.11521 1.65825 -2.03053
H 3.51096 1.56751 -0.36685
H 2.71392 2.63382 -1.54375
H 2.69488 0.65579 -3.87827
H 1.45987 1.75119 -3.27641
H 1.22388 -1.19247 -3.92804
H 0.11916 0.14214 -4.25406
H 4.11920 -0.48108 -1.50145
H 2.97926 -1.30581 -2.54686
H 3.38461 -2.06036 0.02746
H 1.84799 -2.29726 -0.77146
S 0.07102 2.92082 -1.03549
C -0.72685 2.51718 -2.46403
N -1.30547 2.21793 -3.41966
*
```

E ... -103039.379 eV
Orbital gap ... 8.494 eV
Strongest force on any atom ... 0.482 eV Å⁻¹



The following is a DFT calculation (ωB97M-V/def2-TZVPD) of C5H9ClFN as an isolated structure in a non-equilibrium geometry.

Structure (ORCA input):
```
! RIJCOSX wB97M-V def2-TZVPD def2/J DEFGRID3
* xyz 0 1
C -0.24425 0.37407 1.92883
C 0.88962 0.42487 -0.22359
C -0.29090 0.64928 -1.33154
C -0.76557 -0.70041 -1.05610
C 0.44641 -1.07945 -0.52185
H -0.22219 1.22416 2.80510
H -0.04604 -0.74143 2.24450
H -1.23008 0.50433 1.11727
H 0.80303 1.83768 1.25595
H 1.98828 0.53901 -0.55316
H -0.97451 1.47020 -1.27874
H 0.33819 0.78425 -2.26423
H 1.10121 -1.82793 -1.22678
H 0.03174 -1.57557 0.47312
N 0.97873 0.77593 1.12787
F -1.74432 -0.78289 -0.02111
Cl -1.05935 -1.87608 -2.47553
*
```

E ... -22056.493 eV
Orbital gap ... 9.993 eV
Strongest force on any atom ... 7.722 eV Å⁻¹



The following is a DFT calculation (ωB97M-V/def2-TZVPD) of a single C4H6N2 molecule in a non-equilibrium geometry.

Structure (ORCA input):
```
! RIJCOSX wB97M-V def2-TZVPD def2/J DEFGRID3
* xyz 0 1
C -1.26598 -1.80478 -1.98456
C -0.50253 -0.88754 -1.70574
C 0.86781 1.39849 0.83827
C 0.27440 0.09762 -1.18557
N 0.29910 0.44039 0.15654
N -0.61554 -0.32216 0.94234
H -1.94245 -2.54728 -2.20148
H 1.16844 2.36207 0.32295
H 0.46692 1.55179 1.83019
H 0.88485 0.64630 -1.91311
H -0.64664 -0.07580 1.96760
H -0.57963 -1.34937 0.80017
*
```

E ... -7220.006 eV
Orbital gap (spin up / spin down) ... 7.427 / 7.425 eV
Strongest force on any atom ... 3.714 eV Å⁻¹